(1)
Molecular formula: C40H26AuF5O2S3
Method: DFT, ωB97M-V/def2-TZVPD

Computed properties:
frontier orbital gap: 6.4 eV
F_max: 1.007 eV Å⁻¹
energy above the lowest of the compared OMol25 structures with the same formula, charge and spin: 3.8 kcal/mol
LUMO energy: -7.14 eV
E: -3519.32863 Eh

ORCA input file:
```
! RIJCOSX wB97M-V def2-TZVPD def2/J DEFGRID3
* xyz 2 1
Au -2.2746 -0.3439 -2.1784
S -0.7636 -1.3388 0.2998
S 0.5914 0.2853 -2.5565
S -3.2397 0.0375 -0.1402
F -4.9561 0.2462 2.1476
F -3.6015 -2.8226 -1.1767
F -6.6995 -1.5809 3.1087
F -6.8432 -4.0087 1.9452
F -5.2887 -4.6487 -0.1514
O -1.8526 -0.3183 0.9033
O -0.6312 -0.0477 -3.4572
C 3.6594 2.5011 -5.0323
C -5.0532 -0.9343 1.5639
C -4.2557 -1.2187 0.4408
C 3.3709 0.0581 1.5751
C 3.0237 2.2384 0.5289
C -1.0604 -2.8215 1.1921
C -0.9030 -5.1999 1.2421
C 4.6957 3.2049 -5.8569
C -1.6752 -2.8025 2.4408
C 4.2934 2.5991 0.8710
C -1.3787 3.5313 -1.2414
C -1.5834 4.6200 0.9597
C -0.2192 2.6052 0.7087
C 2.9035 -1.2364 1.8931
C 2.3037 2.6249 -5.3545
C 2.5205 0.9569 0.8819
C 5.1271 1.7113 1.5882
C 0.0575 2.6707 2.0971
C -5.2136 -3.4420 0.3767
C 1.7279 1.1597 -3.5700
C -1.2723 4.6746 2.2883
C -4.3522 -2.4982 -0.1321
C 4.6786 0.4694 1.9281
C 1.3311 1.9602 -4.6353
C 1.2043 0.5485 0.5194
C -0.8664 2.5499 -2.0279
C -6.0147 -3.1153 1.4707
C -0.0171 1.5657 -1.4593
C -5.9394 -1.8623 2.0702
C -0.4487 3.6849 2.8609
C -0.6903 -4.0074 0.5702
C 1.6543 -1.6419 1.5344
C 0.3156 1.5663 -0.1274
C -1.8818 -4.0059 3.0860
C -1.7269 -6.5099 3.2297
C -1.0655 3.5896 0.1426
C 4.0213 1.7042 -3.9495
C 3.0636 1.0200 -3.2179
C -1.4953 -5.2191 2.5042
C 0.8123 -0.7397 0.8430
H -2.2268 5.3662 0.5115
H 4.5191 3.0404 -6.9195
H 3.3545 0.3849 -2.3892
H -0.2104 3.7339 3.9148
H 0.2899 2.0367 -4.9177
H 1.3178 -2.6381 1.7776
H 0.6819 1.9185 2.5590
H 5.3144 -0.2193 2.4692
H 5.6990 2.8613 -5.6152
H -0.6155 -6.1311 0.7722
H 2.3962 2.9285 -0.0185
H 4.6544 4.2821 -5.6856
H -2.0274 4.2874 -1.6659
H -0.2455 -4.0056 -0.4178
H 5.0665 1.5967 -3.6906
H 6.1250 2.0228 1.8650
H 4.6684 3.5756 0.5960
H -1.1326 -6.5422 4.1444
H -1.6566 5.4752 2.9053
H -2.7726 -6.6055 3.5236
H -1.4594 -7.3681 2.6181
H -1.9730 -1.8679 2.8980
H -1.0823 2.5250 -3.0877
H 2.0122 3.2460 -6.1920
H 3.5540 -1.9132 2.4317
H -2.3434 -4.0099 4.0656
*
```

***

(2)
Molecular formula: C40H26BClNO8P
Method: DFT, ωB97M-V/def2-TZVPD

Computed properties:
frontier orbital gap: 6.9 eV
F_max: 2.729 eV Å⁻¹
LUMO energy: -1.60 eV
E: -3022.98193 Eh

ORCA input file:
```
! RIJCOSX wB97M-V def2-TZVPD def2/J DEFGRID3
* xyz 0 1
Cl 9.5974 -2.1906 2.6606
P 5.4333 -5.5371 1.5746
O 9.1206 -4.4315 0.4523
O -9.3691 5.7107 -3.4777
O 1.7995 -1.7001 -0.2413
O 8.6622 -5.9067 2.2549
O -2.0654 1.9966 -0.2204
O -5.5073 2.0136 -3.4958
O 3.5754 -1.0124 4.1076
O 8.5287 0.3068 3.5520
N 4.1978 -5.3138 0.6321
C -0.1720 1.1110 0.8611
C 7.5217 -0.2638 3.9343
C -7.5200 5.7767 -1.3811
C 3.7740 -3.4588 3.0330
C 7.8855 -2.4886 2.7802
C -0.1401 -0.8646 -1.2822
C -2.1115 -0.9001 -3.2370
C -5.6159 4.7444 -0.3329
C -9.4111 2.8211 -6.4961
C -6.4849 3.8419 -2.3818
C 6.0647 -3.9844 2.3237
C 4.7889 -0.9625 4.1830
C -7.4039 1.8975 -5.5455
C 5.4071 0.0797 5.0566
C 3.4478 -4.5121 3.8119
C -0.2090 2.0629 1.8733
C -6.4016 2.8346 -3.4739
C -6.5906 5.7368 -0.3552
C -7.4782 4.8246 -2.3916
C -2.1478 0.0636 -2.2436
C 6.6829 0.4168 4.9764
C 7.0515 -1.5831 3.3849
C 0.7248 2.0211 2.8967
C 0.8206 0.1290 0.8675
C -5.5593 3.8029 -1.3461
C -8.4633 3.8060 -4.5211
C -1.1612 0.0898 -1.2654
C 1.7487 0.0897 1.8975
C -9.4479 3.7829 -5.5009
C 5.2315 -3.0887 2.9547
C -1.0842 -1.8380 -3.2639
C 7.4140 -3.6705 2.2664
C -8.3846 1.8822 -6.5225
C -1.2044 1.1401 -0.2107
C -8.5083 4.8553 -3.4654
C 1.6990 1.0274 2.9132
C 5.7060 -1.9173 3.4832
C -7.4439 2.8521 -4.5369
C -0.1010 -1.8207 -2.2889
C 0.9033 -0.8800 -0.2224
B 8.4474 -4.6798 1.6021
H -2.9475 0.7927 -2.2286
H 2.8480 -5.3433 3.4516
H 2.5087 -0.6774 1.9085
H 3.9282 -4.3386 0.6002
H -8.2812 6.5448 -1.3959
H 3.8572 -4.5174 4.8216
H -10.2439 4.5147 -5.4824
H -4.7966 3.0353 -1.3277
H 5.1532 -6.4595 2.6144
H -8.3538 1.1354 -7.3053
H -1.0543 -2.5861 -4.0455
H -6.6083 1.1652 -5.5627
H -10.1819 2.8019 -7.2556
H -4.8978 4.7071 0.4759
H 9.7736 -5.1336 0.3444
H 6.4560 -6.0941 0.7609
H 3.0488 -2.8919 2.4532
H 8.2850 -6.6245 1.7361
H 2.4195 0.9859 3.7159
H 0.6951 -2.5526 -2.3065
H -0.9698 2.8314 1.8622
H 0.6915 2.7601 3.6869
H 7.1767 1.1459 5.6043
H -2.8844 -0.9206 -3.9943
H 4.7576 0.5295 5.8013
H -6.6273 6.4771 0.4335
*
```